Entry 1:
Computed, not measured: 6 unconnected molecules or ions with the total composition C3H14O4, with wB97M-V/def2-TZVPD.

Each line ends with the Mulliken charge.
Geometry (Å):
C: 1.30 -0.13 1.08  -0.50
C: 0.40 -1.26 1.20  0.16
C: -0.94 -1.09 1.49  -0.24
H: 1.48 -0.09 -0.03  0.10
H: 0.86 0.82 1.36  0.29
H: 2.25 -0.30 1.57  0.32
H: 0.88 -2.23 1.13  0.40
H: -1.50 -1.80 2.08  0.32
H: -1.34 -0.11 1.24  0.04
H: -1.66 2.42 1.14  0.17
H: -1.28 0.44 -0.79  0.32
O: -1.22 1.55 1.06  -0.62
H: 2.08 -2.56 -1.64  0.21
H: -0.06 0.05 -2.39  0.30
O: 0.79 0.31 -2.00  -0.63
H: 0.13 2.69 -0.94  -0.22
H: -2.79 0.42 -0.71  0.34
O: -2.05 -0.02 -1.14  -0.62
H: -0.24 3.32 -1.07  0.19
H: 1.17 -0.53 -1.63  0.44
O: 1.75 -1.90 -1.02  -0.75

Its gap between HOMO and LUMO is 4.31 eV. The calculation puts the highest occupied orbital energy at -9.3314 eV. The energy above the lowest of the compared OMol25 structures with the same formula, charge and spin is 10.444 eV. The calculation puts the total energy at -423.284758 hartree.


Entry 2:
Computed, not measured: 2 unconnected molecules or ions with the total composition C6H18NO, with wB97M-V/def2-TZVPD.

Each line ends with the Mulliken charge.
Geometry (Å):
C: -0.39 -1.41 -1.09  -1.57
C: -0.05 -1.04 0.33  0.31
C: 0.38 0.41 0.43  -0.90
C: -0.55 1.51 -0.22  -0.66
C: -1.51 2.12 0.76  -0.42
C: -0.84 3.23 1.57  -1.16
N: 1.09 -2.01 0.79  -0.28
H: 0.28 -0.95 -1.82  0.48
H: -1.42 -1.09 -1.33  0.42
H: -0.44 -2.45 -1.44  0.38
H: -0.86 -1.20 1.04  0.24
H: 1.41 0.60 0.04  0.36
H: 0.51 0.69 1.49  0.42
H: 0.17 2.22 -0.63  0.40
H: -1.03 0.98 -1.04  0.36
H: -1.98 1.42 1.48  0.26
H: -2.43 2.50 0.27  0.34
H: 0.15 2.86 1.91  0.27
H: -0.55 4.01 0.86  0.31
H: -1.39 3.61 2.43  0.36
H: 0.73 -2.97 0.78  0.36
H: 1.43 -1.94 1.75  0.35
H: 1.74 -1.91 0.02  0.35
H: 2.53 -2.67 -2.72  0.30
H: 1.37 -3.58 -3.18  0.30
O: 1.64 -2.96 -2.48  -0.58

Its gap between HOMO and LUMO is 10.84 eV. Its total charge is +1. The calculation puts the highest occupied orbital energy at -14.1226 eV. The energy above the lowest of the compared OMol25 structures with the same formula, charge and spin is 0.898 eV. The calculation puts the total energy at -369.144479 hartree.


Entry 3:
Computed, not measured: a single C2H2FOP molecule, with wB97M-V/def2-TZVPD.

Each line ends with the Mulliken charge.
Geometry (Å):
H: 2.27 0.94 0.00  0.02
P: 0.91 1.34 0.02  0.04
C: 0.30 -0.24 0.04  -0.20
C: -1.12 -0.43 0.01  0.51
O: -1.82 -1.38 0.05  -0.43
F: -1.70 0.83 -0.09  -0.23
H: 1.16 -1.05 -0.02  0.30

Its gap between HOMO and LUMO (alpha / beta) is 9.33 / 9.33 eV. As for the structure (SMILES): [H]/P=C/C(=O)F. The calculation puts the highest occupied orbital energy (alpha / beta) at -10.7678 / -10.7672 eV. The energy above the lowest of the compared OMol25 structures with the same formula, charge and spin is 0.505 eV. The calculation puts the total energy at -593.820379 hartree.